This record from the OMol25 dataset describes a molecular structure, C37H54N14O7P2Y in a non-equilibrium geometry. The level of theory is wB97M-V/def2-TZVPD.

Results
M: 957.78 u
net charge: +1
total energy: -3456.88043 Ha
gap between HOMO and LUMO: 7.0 eV
F_max: 2.35 eV/A
multiplicity: 1
HOMO level: -9.86 eV
relative energy (zero: lowest compared OMol25 entry of this formula, charge and spin): 50.0 kJ/mol

Last column: Mulliken charge in e.
CARTESIAN COORDINATES (ANGSTROEM)
Y  1.580  0.341  -0.958  0.3756
N  2.822  2.370  -1.107  -0.3111
C  2.887  2.927  -2.452  -0.7694
C  2.805  1.907  -3.563  0.2982
O  3.153  2.253  -4.679  -0.7625
N  2.341  0.725  -3.136  0.8085
C  2.483  -0.444  -3.990  -1.1783
C  2.479  -1.742  -3.142  0.1026
O  2.725  -2.829  -3.599  -0.7639
O  2.081  -1.573  -1.907  1.2133
H  3.802  2.095  -0.845  0.3045
H  2.470  3.048  -0.414  0.2890
H  2.067  3.637  -2.576  0.2631
H  3.840  3.468  -2.586  0.4633
H  1.601  -0.537  -4.632  0.2193
H  3.344  -0.296  -4.698  0.5613
C  -9.186  5.741  6.135  -0.8685
O  -9.118  5.662  4.716  -0.4273
C  -7.935  5.286  4.190  0.7849
C  -6.742  5.137  4.909  -0.7634
C  -5.593  4.757  4.244  -0.5386
C  -5.570  4.489  2.914  0.3116
C  -6.756  4.618  2.175  -0.6692
C  -7.918  5.073  2.802  -0.5254
C  -4.338  4.026  2.216  0.3236
N  -4.119  3.983  0.951  -0.7225
C  -2.861  3.456  0.814  0.8575
C  -2.263  3.286  2.054  0.0563
N  -3.224  3.677  2.963  -0.1339
C  -1.004  2.697  2.249  0.5696
C  -0.458  2.467  3.511  -1.0145
C  0.771  1.798  3.549  -0.8713
C  1.448  1.526  2.334  -0.5237
N  0.936  1.809  1.121  0.0233
C  -0.305  2.358  1.088  0.2963
C  -0.887  2.594  -0.210  0.3275
N  -0.140  2.161  -1.282  0.6033
C  -0.548  2.530  -2.483  -0.3281
C  -1.754  3.226  -2.763  -1.0564
C  -2.530  3.592  -1.683  -0.8827
C  -2.094  3.260  -0.383  0.0340
H  -10.229  6.000  6.209  0.2858
H  -8.591  6.583  6.512  0.3567
H  -8.877  4.845  6.710  0.3292
H  -6.694  5.435  5.903  0.4646
H  -4.713  4.733  4.870  0.2745
H  -6.682  4.490  1.083  0.3796
H  -8.868  5.290  2.315  0.4147
H  -3.305  3.545  3.957  0.2789
H  -1.046  2.762  4.382  0.4261
H  1.264  1.479  4.473  0.4850
H  2.441  1.121  2.261  0.4097
H  0.118  2.241  -3.297  0.4442
H  -1.920  3.438  -3.847  0.4607
H  -3.435  4.232  -1.749  0.4781
C  2.800  -3.620  3.239  -0.9549
N  1.805  -2.887  2.487  0.6753
C  0.605  -2.513  3.211  -1.0961
P  1.725  -2.669  0.837  -0.0204
O  0.966  -1.415  0.540  -1.0733
O  3.288  -2.708  0.483  -0.0315
P  4.338  -1.545  0.099  -0.0723
O  3.608  -0.223  0.173  -0.6901
N  5.128  -1.970  -1.229  0.9714
C  6.202  -1.080  -1.717  -1.2185
C  5.252  -3.326  -1.808  -1.0948
N  5.473  -1.560  1.287  0.4895
C  6.532  -2.530  1.410  -0.9814
C  5.175  -0.928  2.530  -0.8539
N  1.123  -3.982  0.105  0.3966
C  1.788  -5.246  0.376  -0.8952
C  0.486  -3.916  -1.222  -1.0095
H  2.477  -4.595  3.591  0.3717
H  3.109  -3.060  4.120  0.3171
H  3.661  -3.789  2.575  0.1970
H  0.058  -3.343  3.612  0.3073
H  -0.040  -1.955  2.555  0.1841
H  0.741  -1.883  4.085  0.3396
H  6.252  -0.154  -1.157  0.3737
H  5.937  -0.859  -2.759  0.3411
H  7.206  -1.555  -1.648  0.3156
H  4.438  -3.935  -1.464  0.1878
H  6.212  -3.804  -1.541  0.3708
H  5.190  -3.296  -2.894  0.3790
H  6.630  -3.104  0.471  0.2359
H  6.207  -3.243  2.193  0.3643
H  7.481  -2.020  1.693  0.2829
H  4.167  -0.492  2.498  0.0200
H  5.888  -0.108  2.738  0.3058
H  5.205  -1.654  3.361  0.3399
H  1.833  -5.432  1.471  0.1865
H  2.859  -5.311  0.050  0.1722
H  1.227  -6.026  -0.110  0.4620
H  0.025  -2.944  -1.364  -0.0940
H  -0.269  -4.701  -1.271  0.6136
H  1.221  -4.085  -2.034  0.3902
C  -3.581  -3.843  -3.714  -1.5230
C  -2.575  -3.192  -4.719  0.7661
C  -1.234  -3.850  -4.497  -1.0116
C  -2.518  -1.664  -4.591  -1.2184
N  -1.995  -1.158  -3.353  -0.0349
C  -2.665  -0.841  -2.222  -0.4031
N  -1.788  -0.443  -1.356  -1.0638
N  -0.593  -0.504  -1.950  1.2044
N  -0.711  -0.960  -3.147  -0.1745
H  -3.675  -4.904  -3.861  0.4505
H  -4.574  -3.394  -3.761  0.3574
H  -3.208  -3.616  -2.727  0.3151
H  -2.842  -3.374  -5.800  0.2971
H  -0.765  -3.494  -3.557  -0.1753
H  -0.539  -3.594  -5.297  0.3722
H  -1.330  -4.922  -4.419  0.4898
H  -3.520  -1.280  -4.700  0.5338
H  -1.911  -1.225  -5.360  0.4330
H  -3.740  -1.029  -2.170  0.4164

---

This record from the OMol25 dataset describes 2 unconnected molecules or ions with the total composition C5H13O in a non-equilibrium geometry. The level of theory is wB97M-V/def2-TZVPD.

Results
M: 89.16 u
net charge: +1
total energy: -273.04168 Ha
gap between HOMO and LUMO (spin up / spin down): 8.2 / 9.9 eV
F_max: 4.62 eV/A
multiplicity: 1
HOMO level (spin up / spin down): -13.14 / -13.93 eV
relative energy (zero: lowest compared OMol25 entry of this formula, charge and spin): 468.6 kJ/mol

Last column: Mulliken charge in e.
CARTESIAN COORDINATES (ANGSTROEM)
C  0.982  1.317  1.216  -1.2410
C  1.690  -2.070  -0.215  -0.9123
C  -1.022  -0.637  -1.212  -0.6749
C  -1.770  0.854  0.377  -0.6015
C  0.660  0.468  0.003  0.0305
O  -0.675  -0.046  0.040  0.0030
H  0.222  1.747  1.821  0.3914
H  1.676  2.008  0.913  0.3723
H  1.475  0.718  1.904  0.3501
H  2.452  -1.388  -0.568  0.3382
H  1.322  -2.885  -0.888  0.4755
H  1.676  -2.227  0.857  0.2954
H  -2.079  -0.837  -1.040  0.3156
H  -0.847  0.163  -1.915  0.4882
H  -0.511  -1.604  -1.513  0.1685
H  -1.452  1.403  1.344  0.2128
H  -1.797  1.568  -0.556  0.3606
H  -2.758  0.451  0.400  0.3457
H  0.757  0.998  -0.968  0.2820

---

This record from the OMol25 dataset describes 7 unconnected molecules or ions with the total composition C28H64BN7O8 in a non-equilibrium geometry. The level of theory is wB97M-V/def2-TZVPD.

Results
M: 637.67 u
SMILES: CCCCNB(CC=O)CCOCC.CN(C)C=O.CN(C)C=O.CN(C)C=O.CN(C)C=O.CN(C)C=O.CN(C)C=O
total energy: -2115.30029 Ha
gap between HOMO and LUMO: 8.7 eV
F_max: 1.28 eV/A
multiplicity: 1
HOMO level: -8.20 eV

Last column: Mulliken charge in e.
CARTESIAN COORDINATES (ANGSTROEM)
C  -1.866  -2.829  2.687  -1.1105
C  -0.647  -3.728  2.350  0.5778
C  0.463  -3.627  3.412  -0.8534
C  1.918  -3.537  2.880  -0.4946
N  2.072  -3.945  1.466  -0.1984
B  2.535  -2.841  0.605  0.0435
C  3.843  -1.986  0.972  -0.5195
C  3.430  -0.582  1.367  0.3282
O  4.084  0.153  2.089  -0.5695
C  1.743  -2.448  -0.695  0.9117
C  2.308  -3.138  -1.954  -0.8856
O  1.987  -2.421  -3.121  -0.3585
C  2.859  -1.330  -3.346  0.0755
C  2.194  -0.346  -4.310  -0.9889
H  -1.968  -1.999  1.989  0.3403
H  -2.793  -3.396  2.641  0.2847
H  -1.803  -2.406  3.686  0.1909
H  -0.286  -3.448  1.369  -0.3985
H  -1.014  -4.750  2.357  0.3387
H  0.289  -2.741  4.024  0.3601
H  0.388  -4.480  4.085  0.2991
H  2.295  -2.530  3.082  0.1508
H  2.536  -4.201  3.484  0.3670
H  2.829  -4.626  1.450  -0.0074
H  4.306  -2.422  1.858  0.1768
H  4.544  -1.959  0.138  0.5696
H  2.450  -0.229  0.988  0.0881
H  0.706  -2.767  -0.594  0.0936
H  1.744  -1.367  -0.834  -0.6059
H  3.389  -3.314  -1.885  0.3953
H  1.826  -4.111  -2.036  0.2597
H  3.107  -0.816  -2.414  0.1009
H  3.802  -1.696  -3.770  0.3777
H  1.990  0.581  -3.788  0.0656
H  1.273  -0.763  -4.694  0.2048
H  2.856  -0.123  -5.144  0.3729
C  -3.126  2.259  -4.744  -0.9842
N  -1.926  1.457  -4.875  0.1811
C  -1.889  0.128  -4.273  -0.8023
C  -0.837  1.898  -5.532  0.1666
O  0.187  1.258  -5.657  -0.5288
H  -3.348  2.444  -3.691  0.3714
H  -3.977  1.746  -5.197  0.3519
H  -2.988  3.216  -5.245  0.2842
H  -1.085  0.063  -3.539  0.0940
H  -1.707  -0.624  -5.041  0.3011
H  -2.842  -0.070  -3.788  0.3708
H  -0.956  2.920  -5.935  0.1766
C  -0.835  3.865  -0.984  -1.1912
N  -0.138  2.612  -0.738  0.2467
C  0.296  2.286  0.609  -0.9275
C  0.117  1.743  -1.727  0.3279
O  0.694  0.678  -1.590  -0.4570
H  -0.185  4.700  -0.706  0.2987
H  -1.750  3.922  -0.400  0.5886
H  -1.089  3.949  -2.039  0.2849
H  1.379  2.156  0.636  0.3015
H  -0.166  1.355  0.938  0.2632
H  0.011  3.090  1.283  0.3629
H  -0.260  2.089  -2.705  -0.1109
C  5.148  -8.657  -0.102  -0.9353
N  4.691  -7.869  1.025  0.1053
C  3.612  -8.375  1.858  -0.9041
C  5.229  -6.675  1.329  0.1332
O  4.876  -5.981  2.264  -0.6112
H  4.331  -8.821  -0.806  0.3452
H  5.519  -9.626  0.240  0.3405
H  5.953  -8.136  -0.615  0.2929
H  2.771  -7.681  1.847  0.2547
H  3.952  -8.480  2.889  0.3026
H  3.289  -9.342  1.482  0.3784
H  6.035  -6.372  0.640  0.3263
C  -3.832  8.592  0.201  -0.8902
N  -3.846  7.145  0.299  0.1255
C  -4.284  6.515  1.533  -0.9311
C  -3.458  6.366  -0.721  0.2369
O  -3.434  5.145  -0.694  -0.6948
H  -3.172  9.015  0.959  0.3322
H  -4.839  8.989  0.347  0.3575
H  -3.468  8.889  -0.780  0.2635
H  -3.486  5.899  1.948  0.2772
H  -5.143  5.870  1.343  0.2869
H  -4.560  7.282  2.252  0.3892
H  -3.145  6.938  -1.606  0.1961
C  -3.599  -4.283  8.459  -0.9262
N  -3.473  -3.588  7.195  0.1370
C  -2.244  -2.873  6.894  -0.8127
C  -4.459  -3.582  6.276  0.1074
O  -4.395  -3.013  5.206  -0.5480
H  -3.501  -3.581  9.290  0.3285
H  -2.826  -5.048  8.552  0.3310
H  -4.574  -4.763  8.521  0.2951
H  -2.455  -1.817  6.723  0.2865
H  -1.784  -3.276  5.992  0.1853
H  -1.554  -2.974  7.728  0.3784
H  -5.348  -4.156  6.590  0.2514
C  -0.155  7.360  -5.555  -0.8644
N  -0.242  7.535  -4.118  0.1716
C  0.743  6.889  -3.264  -0.7784
C  -1.203  8.275  -3.544  0.1182
O  -1.316  8.448  -2.343  -0.5935
H  -0.238  6.303  -5.813  0.2676
H  0.800  7.738  -5.925  0.3388
H  -0.960  7.905  -6.043  0.3001
H  0.250  6.208  -2.570  0.0930
H  1.283  7.635  -2.681  0.3215
H  1.445  6.332  -3.879  0.3992
H  -1.900  8.723  -4.272  0.2826

---

This record from the OMol25 dataset describes 2 unconnected molecules or ions with the total composition H2NO2S in a non-equilibrium geometry. The level of theory is wB97M-V/def2-TZVPD.

Results
M: 80.09 u
net charge: -1
total energy: -604.52445 Ha
gap between HOMO and LUMO (spin up / spin down): 8.6 / 6.5 eV
F_max: 1.95 eV/A
multiplicity: 1
HOMO level (spin up / spin down): -4.88 / -3.34 eV
relative energy (zero: lowest compared OMol25 entry of this formula, charge and spin): 338.6 kJ/mol

Last column: Mulliken charge in e.
CARTESIAN COORDINATES (ANGSTROEM)
N  1.213  0.460  -0.239  -0.5627
O  -0.249  -1.524  0.335  -0.5411
O  -0.863  -0.072  -1.570  -0.5042
S  -0.194  -0.166  -0.228  0.4449
H  1.983  0.062  0.294  0.2271
H  -1.888  1.239  1.408  -0.0641

---

This record from the OMol25 dataset describes H12N2Si4 in the gas phase in a non-equilibrium geometry. The level of theory is wB97M-V/def2-TZVPD.

Results
M: 152.45 u
SMILES: [SiH3]N([SiH3])N([SiH3])[SiH3]
total energy: -1274.55240 Ha
gap between HOMO and LUMO: 9.7 eV
F_max: 5.77 eV/A
multiplicity: 1
HOMO level: -9.10 eV
relative energy (zero: lowest compared OMol25 entry of this formula, charge and spin): 222.9 kJ/mol

Last column: Mulliken charge in e.
CARTESIAN COORDINATES (ANGSTROEM)
Si  1.282  -0.801  1.417  0.3363
N  1.024  -0.102  -0.129  0.3746
Si  1.587  0.660  -1.526  0.1457
N  -0.611  0.084  -0.121  -0.1969
Si  -1.284  1.612  0.505  0.2790
Si  -1.506  -1.386  -0.486  0.3302
H  2.797  -0.464  1.543  -0.1133
H  0.588  -0.078  2.473  -0.1330
H  0.737  -2.102  1.428  -0.1479
H  0.342  0.747  -2.271  -0.0812
H  2.114  2.049  -1.675  -0.1127
H  2.851  -0.073  -1.621  -0.1255
H  -2.473  1.623  -0.350  -0.0820
H  -0.117  2.301  0.512  -0.0844
H  -1.860  1.035  1.860  -0.0499
H  -1.613  -2.190  0.794  -0.1037
H  -2.907  -0.810  -0.775  -0.1261
H  -0.950  -2.106  -1.581  -0.1092

---

This record from the OMol25 dataset describes a molecular structure, C4H8CuO3 in a non-equilibrium geometry. The level of theory is wB97M-V/def2-TZVPD.

Results
M: 167.65 u
net charge: +2
total energy: -2022.57758 Ha
gap between HOMO and LUMO (spin up / spin down): 10.3 / 8.1 eV
F_max: 3.07 eV/A
multiplicity: 2
<S²>: 0.756
HOMO level (spin up / spin down): -19.19 / -19.15 eV
relative energy (zero: lowest compared OMol25 entry of this formula, charge and spin): 0.0 kJ/mol

Last column: Mulliken charge in e.
CARTESIAN COORDINATES (ANGSTROEM)
H  1.258  1.148  2.501  0.3072
C  2.225  -0.005  0.954  -0.3956
H  1.901  -0.950  1.398  0.3735
H  3.051  0.002  0.238  0.3717
C  2.058  1.176  1.759  -0.2471
H  2.389  2.121  1.324  0.3087
H  3.015  0.408  2.063  0.2977
O  0.556  -0.323  -0.976  -0.3341
C  -0.737  -0.492  -1.070  0.8910
O  -1.130  -1.651  -1.011  -0.4556
Cu  -0.623  -3.881  -1.362  0.8910
O  -1.436  0.580  -1.138  -0.2849
C  -2.879  0.472  -1.164  -0.6135
H  -3.184  -0.052  -2.076  0.3255
H  -3.224  -0.056  -0.269  0.3302
H  -3.240  1.502  -1.170  0.2343

---

This record from the OMol25 dataset describes a molecular structure, C27H35BrCrN4P2 in a non-equilibrium geometry. The level of theory is wB97M-V/def2-TZVPD.

Results
M: 609.45 u
total energy: -5569.92691 Ha
gap between HOMO and LUMO (spin up / spin down): 7.3 / 7.8 eV
F_max: 3.12 eV/A
multiplicity: 5
<S²>: 6.060
HOMO level (spin up / spin down): -7.53 / -8.46 eV
relative energy (zero: lowest compared OMol25 entry of this formula, charge and spin): 0.0 kJ/mol

Last column: Mulliken charge in e.
CARTESIAN COORDINATES (ANGSTROEM)
Cr  0.015  -0.474  4.767  0.1520
C  -1.124  1.396  5.043  -0.4052
C  -1.554  0.679  3.900  -0.8674
C  -1.004  0.890  2.525  -0.3943
C  0.195  0.038  2.066  0.5837
C  1.274  -0.102  3.103  -0.9772
C  1.609  0.882  4.059  -0.3205
C  1.107  2.297  4.099  -1.0806
C  -0.149  2.537  5.000  -0.7907
C  1.274  -0.915  6.288  -0.9745
H  -1.819  1.398  5.896  0.4560
H  -2.493  0.099  3.932  0.7905
H  -0.789  1.963  2.378  -0.0027
H  -1.841  0.611  1.871  0.8100
H  -0.132  -0.969  1.750  0.2474
H  0.601  0.477  1.142  0.1183
H  1.948  -0.960  2.941  0.5553
H  2.549  0.728  4.612  0.6527
H  0.937  2.722  3.097  0.3505
H  1.902  2.943  4.504  0.4174
H  0.200  2.716  6.033  0.5049
H  -0.622  3.485  4.676  0.3139
H  1.036  -0.241  7.130  0.2628
H  2.336  -0.803  6.015  0.2762
H  1.034  -1.954  6.570  0.2940
P  1.477  -1.011  -1.720  -0.0267
P  -1.985  -0.687  -1.471  -0.0861
N  2.886  0.051  -1.909  0.4240
N  2.106  -2.323  -2.793  0.3795
N  -2.111  1.100  -1.486  0.3432
N  -3.645  -0.976  -2.036  0.2826
C  0.415  -0.179  -2.983  -0.7006
C  -1.027  -0.738  -3.073  -1.2508
C  3.603  0.536  -0.799  -0.4860
C  4.674  1.302  -1.249  -0.5501
C  4.640  1.279  -2.687  -0.7164
C  3.508  0.550  -3.059  -0.1172
C  2.224  -3.655  -2.370  -0.4485
C  2.739  -4.420  -3.410  -0.5988
C  2.968  -3.537  -4.514  -0.7120
C  2.520  -2.276  -4.126  -0.0849
C  -1.713  1.797  -0.346  0.1795
C  -1.863  3.152  -0.553  -0.7541
C  -2.279  3.316  -1.907  -1.1239
C  -2.361  2.050  -2.475  -0.1957
C  -4.452  -0.282  -2.952  -0.1503
C  -5.536  -1.081  -3.310  -0.5736
C  -5.412  -2.312  -2.575  -0.5820
C  -4.263  -2.221  -1.800  -0.3994
H  0.886  -0.268  -3.973  0.4563
H  0.405  0.894  -2.725  0.5136
H  -1.588  -0.185  -3.844  0.5258
H  -1.010  -1.803  -3.363  0.5123
H  3.273  0.283  0.197  0.4101
H  5.381  1.838  -0.628  0.4121
H  5.354  1.746  -3.354  0.4163
H  3.109  0.364  -4.047  0.2595
H  1.928  -3.920  -1.369  0.3859
H  2.923  -5.485  -3.389  0.4107
H  3.425  -3.793  -5.461  0.4224
H  2.450  -1.375  -4.715  0.2152
H  -1.332  1.233  0.478  -0.3917
H  -1.687  3.907  0.198  0.4698
H  -2.493  4.251  -2.392  0.4688
H  -2.565  1.758  -3.495  0.5106
H  -4.234  0.731  -3.244  0.2995
H  -6.307  -0.831  -4.027  0.4257
H  -6.085  -3.154  -2.635  0.4082
H  -3.830  -2.901  -1.084  0.3806
Br  -1.605  -2.171  5.075  -0.5363

---

Q: multiplicity of number 3 (C28H64BN7O8)?
A: 1